[1]
The following is a quantum chemistry calculation of 4 unconnected molecules or ions with the total composition C2H12N2O3 at a distorted geometry, from OMol25.

```
19
Properties=species:S:1:pos:R:3:forces:R:3
H -0.6879 2.9966 0.0986 1.4633 0.0115 -0.4582
N -0.6100 2.0107 -0.1169 -1.3148 -0.6515 -0.1333
C -0.7955 1.5869 -1.3154 0.1490 1.7971 0.6251
N -1.6424 0.5393 -1.5133 -0.2417 0.1471 -0.0714
C -2.4119 0.5460 -2.7563 1.5129 -1.0305 -2.1774
H -0.3595 2.0716 -2.2155 -0.4724 -0.2591 0.2053
H -2.1930 0.5300 -0.6605 -0.1323 -0.5920 -0.2329
H -3.4705 0.4163 -2.6283 -0.3867 0.1145 0.5050
H -2.2281 1.4770 -3.3513 -0.2418 -0.6587 0.6159
H -2.0890 -0.3152 -3.4418 -0.3765 1.1133 0.9502
O 2.7482 -0.6702 4.6154 0.1464 0.0016 0.3709
H 1.9020 -0.8923 4.2188 0.0831 0.0438 -0.2807
H 3.4346 -0.7939 3.9535 -0.2565 0.0000 -0.1340
O 2.5250 -2.6792 0.5161 -0.0004 -0.1434 1.0323
H 2.1236 -2.3046 1.3184 -0.1492 0.3445 -0.5324
H 3.0922 -3.3395 0.9358 0.1168 -0.1368 -0.4957
O 0.3941 -0.4164 1.1377 -0.1301 -0.2509 -0.1441
H -0.0689 0.3449 0.7368 0.1916 0.0924 0.3361
H 0.3369 -1.1080 0.4683 0.0393 0.0570 0.0191
```
Positions in Å, forces in eV/Å.

Summary:
E_LUMO: 0.77 eV
SMILES: [H]/N=C/NC.O.O.O
ΔE to the lowest compared entry with this formula, charge and spin: 163.5 kJ/mol
Net charge: 0



[2]
The following is a quantum chemistry calculation of 4 unconnected molecules or ions with the total composition C2H12N2O3 at a distorted geometry, from OMol25.

```
19
Properties=species:S:1:pos:R:3:forces:R:3
N -0.3682 1.9427 1.9412 -1.0440 0.4686 -3.0613
C 0.1488 1.5119 0.6802 -3.6007 0.0307 0.4166
C -0.6739 1.3282 -0.3807 -0.5090 0.7155 1.5380
N -0.2222 0.9806 -1.6276 -0.4595 -1.1807 -3.3274
H 0.1257 1.7968 2.7602 0.6747 -0.5499 1.4894
H -1.3841 1.9771 1.9297 0.6028 -0.0243 0.7009
H 1.1166 1.1529 0.6593 2.0873 -0.1766 -0.1607
H -1.7853 1.4129 -0.3547 0.9872 0.2228 0.4079
H 0.7408 1.1716 -1.8479 -0.1017 0.1145 -0.0363
H -0.8630 0.9940 -2.4727 1.2628 0.3440 1.9585
O 3.1886 0.2370 -0.6771 -2.4224 1.0721 3.5773
H 3.0397 -0.0713 -1.5023 -1.6578 -1.7722 -4.1814
H 4.0850 0.3184 -0.7361 4.0659 0.6832 0.5906
O -0.6373 -1.9908 -0.9462 -0.0182 -2.1378 1.4524
H -0.6358 -1.2392 -1.4845 0.3401 1.8902 -1.5334
H -0.4306 -2.7881 -1.4518 -0.1579 0.4955 0.0031
O -1.8121 -2.8935 1.3700 2.1365 -0.9081 2.0923
H -0.8692 -2.8906 1.7558 -2.2781 -0.0927 -0.8869
H -1.7691 -2.1604 0.7800 0.0919 0.8054 -1.0398
```
Positions in Å, forces in eV/Å.

Summary:
E_LUMO: 0.49 eV
SMILES: N/C=C/N.O.O.O
ΔE to the lowest compared entry with this formula, charge and spin: 192.0 kJ/mol
Net charge: 0



[3]
The following is a quantum chemistry calculation of 4 unconnected molecules or ions with the total composition C2H12N2O4 at a distorted geometry, from OMol25.

```
20
Properties=species:S:1:pos:R:3:forces:R:3
N 0.2238 -2.5808 1.5402 -1.4177 0.6949 -0.6328
C 1.3804 -2.9366 0.7696 1.9583 -0.1595 1.3350
N 1.6560 -2.5651 -0.6140 -0.9167 -0.1586 0.0868
C 2.2954 -1.4030 -0.8424 1.6377 1.3050 -1.0437
O 2.4195 -0.4451 -0.1058 -0.5684 -0.6043 0.6147
H -0.5953 -2.4436 0.9678 -0.4197 -0.7532 -0.3648
H 0.2813 -1.6471 1.9224 0.7436 0.1447 0.1960
H 1.6423 -3.9848 0.9735 -0.4988 0.0077 -0.7969
H 2.1806 -2.4219 1.3006 0.2155 -0.0034 0.0590
H 1.5253 -3.1731 -1.4174 0.0774 0.0040 0.6163
H 2.8974 -1.3425 -1.7846 -0.8254 -0.4718 -0.0615
O -3.6350 0.7163 1.5102 0.4995 0.2856 0.8794
H -3.9428 0.4522 0.6411 -0.2378 -0.6758 0.3741
H -3.6982 0.0377 2.2135 -0.2657 0.2807 -1.2992
O -0.1445 5.4322 -3.8025 -0.4424 0.1099 0.6254
H -0.2818 5.0560 -2.9195 0.2999 -0.1708 -0.2735
H -0.7913 6.1487 -3.7823 0.1400 0.0480 -0.3363
O -1.3283 2.6863 0.9936 0.3737 -0.0433 0.0868
H -0.6245 2.6578 1.6530 -0.0684 0.1596 -0.0973
H -1.4605 1.7566 0.7832 -0.2846 0.0003 0.0327
```
Positions in Å, forces in eV/Å.

Summary:
E_LUMO: 0.40 eV
SMILES: NCNC=O.O.O.O
ΔE to the lowest compared entry with this formula, charge and spin: 218.6 kJ/mol
Net charge: 0



[4]
The following is a quantum chemistry calculation of 4 unconnected molecules or ions with the total composition C2H12N2O4 at a distorted geometry, from OMol25.

```
20
Properties=species:S:1:pos:R:3:forces:R:3
C 1.0468 -0.0519 1.5839 0.3473 1.9553 1.0183
N 0.5235 1.1737 0.9516 -1.0158 -0.7470 0.1157
C -0.8352 1.1500 0.7810 -0.4160 0.2347 0.3270
N -1.4120 2.1680 0.0664 0.3340 -0.0522 -0.1901
O -1.5736 0.3171 1.3166 0.2035 -0.1255 -0.2327
H 1.1122 -0.8607 0.8765 0.4082 -0.3160 0.1958
H 0.4340 -0.2446 2.4515 -0.6678 -0.5087 -0.2121
H 1.9404 0.2868 2.1150 0.6432 -0.6312 -0.7847
H 1.0325 1.4818 0.1412 0.3270 0.0340 0.0125
H -0.8703 2.7570 -0.5479 -0.1174 -0.0950 0.1320
H -2.3725 1.9798 -0.1612 -0.0070 0.2018 -0.1139
O -0.7953 -2.2426 0.2352 -0.9254 0.2156 0.1756
H -1.6816 -2.6363 0.2210 0.3865 -0.4028 -0.2479
H -1.0369 -1.4142 0.6981 0.4209 0.2551 0.1267
O -0.2013 -1.1597 -2.3595 -0.3342 0.0666 0.2537
H -0.2032 -1.6201 -1.4984 0.1503 -0.0882 -0.0086
H -1.1093 -0.8336 -2.3699 0.0913 0.0800 -0.3135
O 2.0206 0.1719 -1.1801 0.2776 -0.0752 -0.6493
H 2.5840 -0.5796 -1.3983 0.1352 0.1087 0.2146
H 1.3971 0.1571 -1.9227 -0.2414 -0.1101 0.1806
```
Positions in Å, forces in eV/Å.

Summary:
E_LUMO: 0.54 eV
SMILES: CNC(N)=O.O.O.O
ΔE to the lowest compared entry with this formula, charge and spin: 41.6 kJ/mol
Net charge: 0



[5]
The following is a quantum chemistry calculation of 3 unconnected molecules or ions with the total composition C2H12N3O2 at a distorted geometry, from OMol25.

```
19
Properties=species:S:1:pos:R:3:forces:R:3
C -0.4181 1.7469 -0.3347 1.4094 1.8504 -0.1413
N 0.0044 0.4469 -0.8486 0.1274 0.5118 0.4178
C -0.7487 -0.6188 -0.9665 -1.0203 -0.9395 0.8862
N -0.2282 -1.8682 -0.9622 1.1934 0.8272 0.6167
N -2.0921 -0.4819 -0.8993 1.0519 0.3515 -0.6077
H 0.5074 2.2470 0.0898 -0.9048 -0.7288 -0.6998
H -1.0978 1.8054 0.5120 -0.4228 -0.8028 -0.3037
H -0.7359 2.3876 -1.1791 -0.1674 -0.2519 0.5586
H 1.0092 0.4549 -0.9848 0.0560 -0.7798 0.0226
H 0.5899 -1.9844 -0.3692 -0.1893 -0.1008 -0.4863
H -0.6121 -2.6999 -1.3696 -0.4934 0.1869 -0.0920
H -2.6670 -1.2799 -0.7110 -0.1818 -0.0728 -0.1690
H -2.4696 0.3575 -1.3028 -0.4767 -0.0072 0.1679
H 3.5670 0.8469 0.0285 -0.0489 0.2675 -0.1128
H 2.6421 -0.0732 0.7681 -0.1966 0.1127 0.1669
O 2.6360 0.7510 0.2655 0.2427 -0.4110 -0.1105
H -0.7208 -0.7933 2.7224 -0.0897 -0.0596 -0.2994
H 0.6665 -0.5638 3.1801 0.2990 0.0468 -0.1863
O 0.1678 -0.6808 2.3615 -0.1882 -0.0005 0.3723
```
Positions in Å, forces in eV/Å.

Summary:
E_LUMO: -2.85 eV
ΔE to the lowest compared entry with this formula, charge and spin: 43.2 kJ/mol
Net charge: +1



[6]
The following is a quantum chemistry calculation of 2 unconnected molecules or ions with the total composition C2H12N8S3 at a distorted geometry, from OMol25.

```
25
Properties=species:S:1:pos:R:3:forces:R:3
C -4.6315 -0.5714 -0.2581 0.2493 -0.5677 -0.2406
C 4.6844 0.4411 -0.1774 1.6562 1.0328 -0.6261
N -4.5374 -1.6975 -0.7609 -0.6699 -0.3038 0.1158
N 4.4032 1.6528 -0.4219 0.3759 0.2575 -0.1719
N -5.8956 -0.2480 0.4515 -0.3611 0.1639 0.2044
N 6.2303 0.2445 -0.4676 -0.4926 -0.0196 0.0663
N -3.7631 0.5047 -0.1919 0.8569 0.4213 -0.0546
N 3.9521 -0.5363 0.2439 -1.2038 -1.5820 0.7012
N -4.2601 1.6859 0.3865 0.0474 0.5293 0.1013
N 4.3293 -1.7626 0.5054 0.2197 0.5326 -0.2119
S -2.2491 0.4461 -0.9781 -0.0280 -0.0458 0.2036
S 0.8687 -0.1540 0.1509 -0.2060 0.0983 -0.2224
S -0.9711 -0.1794 0.6764 -0.5633 -0.0236 0.1294
H -3.7198 -1.9801 -1.2801 0.2959 0.2852 0.0231
H 3.4503 1.9458 -0.2591 -0.3009 -0.2052 0.1086
H -5.7847 0.7781 0.6875 -0.3069 -0.4389 0.0526
H -6.7116 -0.4415 -0.1460 0.3186 0.0909 0.0687
H 6.4739 1.1355 -0.9267 0.0192 -0.2668 0.0810
H 6.7712 0.1755 0.4011 -0.0296 -0.0424 -0.1291
H -6.0019 -0.8271 1.2967 0.1304 0.1982 -0.2335
H -4.2742 2.4522 -0.2874 0.0455 -0.2272 0.0312
H -3.7025 1.9751 1.1891 0.0016 -0.1741 -0.1553
H 3.6028 -2.3777 0.8396 0.0546 0.0019 -0.0149
H 6.4634 -0.5411 -1.0890 -0.0607 0.2400 0.1465
H 5.2730 -2.1207 0.4154 -0.0484 0.0453 0.0266
```
Positions in Å, forces in eV/Å.

Summary:
E_LUMO (spin up / spin down): -7.26 / -7.22 eV
ΔE to the lowest compared entry with this formula, charge and spin: 0.0 kJ/mol
Net charge: +2